Formula: C5H9NO
Source: the OMol25 dataset
Level of theory: wB97M-V/def2-TZVPD

HOMO-LUMO gap = 11.2 eV
Calculated total energy = -8867.6707 eV
Multiplicity = 1
HOMO energy = -10.47 eV
SMILES string = COC(C)(C)C#N
Charge = 0

Bonds (Å) are listed after each position.
Geometry (Å):
1 C -1.528 -0.718 -1.005  O2 1.411, H8 1.097, H9 1.097, H10 1.092
2 O -0.442 -1.195 -0.242  C1 1.411, C3 1.420
3 C 0.396 -0.202 0.330  O2 1.420, C4 1.535, C5 1.534, C6 1.485
4 C 1.353 0.375 -0.721  C3 1.535, H11 1.095, H12 1.093, H13 1.093
5 C -0.388 0.898 1.057  C3 1.534, H14 1.093, H15 1.094, H16 1.094
6 C 1.201 -0.934 1.341  C3 1.485, N7 1.156
7 N 1.853 -1.459 2.139  C6 1.156
8 H -2.337 -0.336 -0.371  C1 1.097
9 H -1.234 0.067 -1.712  C1 1.097
10 H -1.901 -1.572 -1.574  C1 1.092
11 H 0.787 0.843 -1.534  C4 1.095
12 H 1.975 -0.419 -1.141  C4 1.093
13 H 2.001 1.136 -0.277  C4 1.093
14 H 0.294 1.532 1.628  C5 1.093
15 H -1.113 0.456 1.747  C5 1.094
16 H -0.919 1.529 0.337  C5 1.094

Mulliken atomic charges, in units of e:
1. C -0.66
2. O -0.40
3. C 1.43
4. C -1.39
5. C -1.52
6. C -0.05
7. N -0.48
8. H 0.26
9. H 0.29
10. H 0.27
11. H 0.34
12. H 0.36
13. H 0.38
14. H 0.43
15. H 0.39
16. H 0.37